1.
Entry from OMol25: a molecular structure, C32H30FMnN5O6P2 (the ωB97M-V functional and the def2-TZVPD basis).

```
! RIJCOSX wB97M-V def2-TZVPD def2/J DEFGRID3
* xyz 2 4
Mn 1.991 -1.207 0.844
N 3.614 0.425 0.924
N 3.279 1.791 0.865
C 2.132 2.283 0.338
O 1.895 3.430 0.139
O 1.247 1.247 0.045
H 3.928 0.204 1.872
H 4.402 0.266 0.295
H 3.960 2.480 1.160
C -1.743 -0.120 0.671
N -0.844 -0.109 -0.550
P -0.131 1.355 -0.827
C -1.145 2.644 -0.222
C -1.057 3.082 1.101
C -1.966 4.011 1.570
C -2.959 4.495 0.726
C -3.046 4.061 -0.590
C -2.139 3.134 -1.075
C 0.289 1.486 -2.526
C 1.468 2.119 -2.932
C 1.722 2.278 -4.283
C 0.804 1.827 -5.223
C -0.373 1.210 -4.821
C -0.635 1.038 -3.473
P 0.212 -1.514 -0.642
C -0.868 -2.909 -0.322
C -0.344 -3.987 0.384
C -1.104 -5.136 0.560
C -2.389 -5.198 0.043
C -2.921 -4.118 -0.653
C -2.163 -2.976 -0.841
C 0.771 -1.669 -2.339
C -0.059 -2.111 -3.373
C 0.462 -2.320 -4.636
C 1.813 -2.092 -4.882
C 2.647 -1.653 -3.865
C 2.121 -1.446 -2.597
H -2.576 0.553 0.494
H -1.204 0.168 1.570
H -2.129 -1.124 0.802
H -0.289 2.703 1.763
H -1.911 4.348 2.594
H -3.669 5.219 1.100
H -3.814 4.452 -1.241
H -2.202 2.819 -2.110
H 2.177 2.515 -2.220
H 2.631 2.768 -4.603
H 1.004 1.963 -6.277
H -1.086 0.863 -5.556
H -1.546 0.541 -3.162
H 0.660 -3.954 0.797
H -0.695 -5.977 1.102
H -2.984 -6.090 0.186
H -3.926 -4.168 -1.047
H -2.586 -2.132 -1.374
H -1.105 -2.312 -3.188
H -0.179 -2.674 -5.432
H 2.217 -2.268 -5.870
H 3.697 -1.483 -4.054
H 2.795 -1.091 -1.815
F -3.039 -0.467 5.023
C -1.784 -0.038 4.976
C -0.751 -0.872 5.054
N 0.564 -0.417 5.024
C 1.638 -1.314 4.671
C 1.811 -1.356 3.182
O 2.855 -1.792 2.621
O 0.902 -0.877 2.416
C 0.847 0.916 4.781
O 1.962 1.306 4.505
N -0.239 1.761 4.844
C -1.589 1.407 4.825
O -2.458 2.224 4.666
H -0.896 -1.936 5.179
H 1.481 -2.309 5.086
H 2.572 -0.925 5.075
H -0.031 2.748 4.747
*
```

The expectation value of S² is 3.791. The value obtained for the orbital gap (spin up / spin down) is 7.5 / 8.0 eV. The calculation puts the strongest force on any atom at 0.01034 Eh/bohr. The LUMO energy (spin up / spin down) comes out at -6.37 / -5.86 eV. Its energy above the lowest of the compared OMol25 structures with the same formula, charge and spin is 0.000 eV.

Atomic partial charges in e from the Löwdin method, atoms 1 to 8: Mn 0.77; N 0.05; N 0.06; C -0.57; O 0.16; O -0.16; H 0.12; H 0.13



2.
Entry from OMol25: a molecular structure, C32H30KN5O8 (the ωB97M-V functional and the def2-TZVPD basis).

```
! RIJCOSX wB97M-V def2-TZVPD def2/J DEFGRID3
* xyz -2 1
K -0.793 1.394 -0.334
O -2.974 1.333 0.737
C -3.779 1.507 1.700
C -5.196 1.338 1.536
C -6.095 1.502 2.568
C -5.665 1.845 3.853
C -4.301 2.018 4.052
C -3.354 1.870 3.039
C -1.951 2.087 3.400
N -0.972 2.039 2.589
N 0.283 2.186 3.157
C 1.178 2.429 2.209
O 0.988 2.677 0.989
C 2.614 2.350 2.679
C 3.624 2.397 1.724
C 4.959 2.287 2.092
C 5.305 2.138 3.430
C 4.301 2.099 4.393
C 2.966 2.201 4.019
H -5.535 1.061 0.543
H -7.155 1.354 2.375
H -6.369 1.970 4.668
H -3.938 2.285 5.043
H -1.752 2.304 4.460
H 3.320 2.525 0.691
H 5.733 2.319 1.332
H 6.347 2.053 3.720
H 4.561 1.985 5.440
H 2.169 2.158 4.750
C 0.588 -2.289 -2.569
O 1.245 -1.674 -1.490
C 1.344 -2.490 -0.354
C 1.962 -1.665 0.756
O 1.161 -0.571 1.096
C 0.111 -0.881 2.005
H 1.154 -3.157 -2.936
H 0.506 -1.548 -3.363
H -0.419 -2.619 -2.284
H 1.991 -3.360 -0.555
H 0.353 -2.869 -0.064
H 2.923 -1.272 0.413
H 2.146 -2.307 1.629
H 0.426 -0.654 3.027
H -0.182 -1.935 1.925
H -0.750 -0.258 1.771
O -0.115 1.092 -4.986
C 0.279 1.091 -3.808
O -0.395 1.084 -2.747
C 1.803 1.050 -3.604
C 2.364 0.928 -2.337
C 3.745 0.901 -2.169
C 4.587 0.991 -3.264
C 4.007 1.105 -4.519
C 2.638 1.136 -4.709
N 4.889 1.190 -5.688
O 6.095 1.072 -5.507
O 4.375 1.260 -6.794
H 1.720 0.829 -1.473
H 4.161 0.811 -1.173
H 5.662 0.974 -3.164
H 2.196 1.223 -5.691
N -3.502 -1.640 -2.682
C -2.632 -0.770 -2.071
N -2.194 -1.207 -0.928
C -2.814 -2.433 -0.750
C -2.723 -3.338 0.306
C -3.441 -4.518 0.221
C -4.249 -4.803 -0.889
C -4.364 -3.912 -1.943
C -3.637 -2.730 -1.851
H -3.936 -1.495 -3.575
H -2.303 0.147 -2.546
H -2.111 -3.103 1.169
H -3.387 -5.237 1.030
H -4.799 -5.736 -0.920
H -4.993 -4.130 -2.798
*
```

The value obtained for the orbital gap is 5.0 eV. The calculation puts the strongest force on any atom at 0.01781 Eh/bohr. The LUMO energy comes out at 3.82 eV. Its energy above the lowest of the compared OMol25 structures with the same formula, charge and spin is 0.054 eV.

Atomic partial charges in e from the Löwdin method, atoms 1 to 8: K 0.81; O -0.22; C -0.42; C -0.05; C -0.16; C -0.17; C -0.11; C -0.15



3.
Entry from OMol25: a molecular structure, C32H30N6O2SSbV at a distorted geometry (the ωB97M-V functional and the def2-TZVPD basis).

```
! RIJCOSX wB97M-V def2-TZVPD def2/J DEFGRID3
* xyz 1 4
V -0.173 -0.316 0.610
N 3.837 -0.154 1.431
C 4.100 -0.467 0.110
C 2.901 -0.810 -0.423
N 1.924 -0.706 0.544
C 2.524 -0.292 1.630
C 1.682 0.029 2.782
N 0.372 -0.031 2.639
C -0.155 0.310 3.872
C 0.849 0.574 4.743
N 2.013 0.381 4.029
H 4.507 0.225 2.078
H 5.091 -0.415 -0.309
H 2.666 -1.106 -1.431
H -1.216 0.362 4.053
H 0.848 0.875 5.778
H 2.943 0.535 4.379
N -4.925 -0.354 3.866
C -5.264 -0.879 2.657
O -6.187 -1.655 2.504
C -4.382 -0.502 1.501
C -4.957 -0.267 0.267
C -4.139 0.100 -0.784
C -2.779 0.203 -0.571
N -2.188 -0.107 0.598
C -3.005 -0.445 1.614
H -5.521 -0.565 4.649
H -4.300 0.428 3.934
H -6.032 -0.357 0.150
H -4.544 0.327 -1.761
H -2.126 0.525 -1.365
H -2.523 -0.702 2.550
C -0.808 2.875 0.251
C 0.189 1.718 0.391
O 1.383 2.086 0.435
H -0.401 3.794 0.679
H -1.777 2.642 0.704
H -0.979 3.056 -0.818
S -0.355 -1.798 -1.452
Sb -0.098 -3.870 -0.512
C -0.024 -5.215 -2.110
C 0.945 -6.217 -2.167
C 0.959 -7.091 -3.250
C 0.014 -6.961 -4.259
C -0.952 -5.962 -4.196
C -0.973 -5.083 -3.123
C -1.724 -4.480 0.617
C -1.675 -5.663 1.357
C -2.832 -6.122 1.973
C -4.025 -5.420 1.831
C -4.076 -4.258 1.071
C -2.918 -3.780 0.461
C 1.650 -4.224 0.548
C 2.862 -3.958 -0.089
C 4.055 -4.251 0.563
C 4.032 -4.812 1.835
C 2.822 -5.070 2.469
C 1.624 -4.773 1.829
H 1.683 -6.327 -1.381
H 1.709 -7.871 -3.304
H 0.029 -7.642 -5.101
H -1.686 -5.865 -4.986
H -1.717 -4.295 -3.086
H -0.758 -6.237 1.444
H -2.804 -7.036 2.554
H -4.928 -5.791 2.305
H -5.011 -3.720 0.964
H -2.953 -2.887 -0.153
H 2.884 -3.526 -1.085
H 5.000 -4.045 0.074
H 4.964 -5.053 2.335
H 2.809 -5.507 3.461
H 0.684 -4.956 2.338
*
```

The expectation value of S² is 3.772. The value obtained for the orbital gap (spin up / spin down) is 6.9 / 6.8 eV. The calculation puts the strongest force on any atom at 0.03606 Eh/bohr. The LUMO energy (spin up / spin down) comes out at -2.27 / -2.32 eV. Its energy above the lowest of the compared OMol25 structures with the same formula, charge and spin is 0.000 eV.

Atomic partial charges in e from the Löwdin method, atoms 1 to 8: V 0.46; N 0.14; C -0.04; C -0.12; N 0.00; C -0.28; C -0.25; N 0.03



4.
Entry from OMol25: a molecular structure, C32H31AsLiN2O2SSi (the ωB97M-V functional and the def2-TZVPD basis).

```
! RIJCOSX wB97M-V def2-TZVPD def2/J DEFGRID3
* xyz -1 1
Li -1.469 -0.221 1.143
O -1.019 -2.494 4.177
C -1.310 -1.905 3.135
O -0.948 -0.752 2.751
C -2.213 -2.658 2.147
C -2.810 -3.863 2.502
C -3.584 -4.523 1.564
C -3.741 -3.956 0.305
C -3.113 -2.749 0.043
N -2.369 -2.115 0.941
H -2.657 -4.245 3.501
H -4.070 -5.460 1.806
H -4.346 -4.433 -0.455
H -3.214 -2.262 -0.921
C -3.601 3.055 -4.661
Si -3.357 2.889 -2.779
C -2.497 4.464 -2.185
C -5.106 2.760 -2.066
C -2.266 1.381 -2.492
C -1.708 0.660 -3.529
C -0.875 -0.431 -3.277
C -0.615 -0.743 -1.961
N -1.127 -0.083 -0.927
C -1.961 0.955 -1.159
S -2.652 1.717 0.201
H -4.211 3.930 -4.892
H -4.105 2.180 -5.076
H -2.648 3.170 -5.182
H -3.089 5.350 -2.428
H -1.511 4.573 -2.643
H -2.364 4.428 -1.104
H -5.664 3.680 -2.262
H -5.061 2.608 -0.991
H -5.657 1.924 -2.503
H -1.931 0.936 -4.555
H -0.443 -1.010 -4.082
H 0.041 -1.574 -1.705
C 5.918 -2.234 -0.338
C 5.667 -1.032 0.314
C 4.371 -0.684 0.650
C 3.296 -1.514 0.332
C 3.567 -2.723 -0.296
C 4.866 -3.086 -0.630
As 1.430 -0.991 0.801
C 1.960 -0.746 2.664
C 2.231 0.458 3.297
C 2.648 0.477 4.620
C 2.807 -0.708 5.320
C 2.547 -1.917 4.691
C 2.121 -1.931 3.375
C 1.595 0.811 0.067
C 2.325 1.030 -1.100
C 2.364 2.284 -1.690
C 1.656 3.339 -1.129
C 0.917 3.130 0.024
C 0.885 1.876 0.614
H 6.932 -2.505 -0.606
H 6.486 -0.367 0.561
H 4.179 0.246 1.172
H 2.741 -3.391 -0.521
H 5.060 -4.032 -1.122
H 2.102 1.394 2.769
H 2.842 1.426 5.105
H 3.117 -0.695 6.358
H 2.659 -2.850 5.227
H 1.886 -2.872 2.888
H 2.870 0.212 -1.556
H 2.940 2.443 -2.593
H 1.670 4.314 -1.600
H 0.345 3.939 0.460
H 0.272 1.718 1.494
*
```

The value obtained for the orbital gap is 7.1 eV. The calculation puts the strongest force on any atom at 0.01836 Eh/bohr. The LUMO energy comes out at 2.65 eV. Its energy above the lowest of the compared OMol25 structures with the same formula, charge and spin is 0.401 eV.

Atomic partial charges in e from the Löwdin method, atoms 1 to 8: Li 0.44; O 0.01; C -0.65; O -0.17; C -0.18; C -0.01; C -0.07; C -0.07